Here is a cluster of 2 separate species, C19H41ClN5O4S2 in total from the Open Molecules 2025 dataset. Energies are from the ωB97M-V functional and the def2-TZVPD basis.

The total energy comes out at -2579.33003 hartree. As for the net charge: +1. As for the HOMO energy: -10.66 eV. The calculation puts the lowest unoccupied orbital energy at -2.31 eV. For the orbital gap, the calculation gives 8.35 eV.

XYZ file:
```
72
C19H41ClN5O4S2, DFT the ωB97M-V functional and the def2-TZVPD basis
C -1.747 0.397 3.554
C -1.183 1.228 2.898
C -0.506 2.142 1.942
S -1.391 3.764 2.230
C 0.999 2.450 2.299
Cl 1.227 2.050 4.043
N 2.010 1.596 1.562
C 3.410 1.897 1.932
C 3.824 3.390 1.872
O 3.409 4.146 3.001
O 1.550 0.290 1.836
C 2.507 -0.736 2.073
C 1.721 -2.079 2.110
C 2.206 -2.916 3.314
C 1.701 1.811 0.084
N 2.669 1.180 -0.788
N 1.567 3.214 -0.280
C 2.326 3.680 -1.444
C 1.963 5.192 -1.629
C 0.310 1.173 -0.241
N -0.803 1.642 0.575
S -1.990 2.501 -0.334
H -2.381 -0.041 4.293
H -0.622 4.705 1.625
H 1.199 3.514 2.234
H 3.665 1.582 2.948
H 4.129 1.379 1.290
H 4.926 3.362 1.940
H 3.604 3.897 0.934
H 3.850 3.741 3.757
H 2.965 -0.639 3.067
H 3.336 -0.847 1.362
H 1.781 -2.623 1.167
H 0.691 -1.790 2.364
H 3.205 -3.336 3.144
H 1.532 -3.756 3.513
H 2.236 -2.323 4.236
H 3.075 0.335 -0.397
H 2.201 0.872 -1.634
H 0.598 3.490 -0.394
H 3.405 3.659 -1.302
H 2.024 3.204 -2.389
H 1.054 5.463 -1.077
H 1.817 5.457 -2.680
H 2.755 5.845 -1.243
H 0.379 0.079 -0.338
H 0.116 1.522 -1.265
H -2.508 1.617 -1.233
C -4.546 -4.775 -0.447
O -3.444 -5.110 -1.273
C -3.768 -5.246 -2.653
C -3.220 -4.089 -3.468
N -3.931 -2.847 -3.181
C -3.278 -1.642 -3.690
C -1.864 -1.318 -3.206
O -1.776 -0.944 -1.836
C -1.770 -2.024 -0.916
H -4.247 -4.939 0.588
H -4.826 -3.723 -0.558
H -5.411 -5.408 -0.661
H -4.843 -5.370 -2.809
H -3.279 -6.162 -2.996
H -3.315 -4.318 -4.533
H -2.151 -4.006 -3.234
H -4.035 -2.750 -2.181
H -3.922 -0.801 -3.417
H -3.271 -1.688 -4.784
H -1.528 -0.442 -3.768
H -1.146 -2.114 -3.433
H -1.254 -2.902 -1.312
H -2.788 -2.284 -0.621
H -1.250 -1.694 -0.013
```

Here is a cluster of 3 separate species, C19H41F6N5O9PSi in total from the Open Molecules 2025 dataset. Energies are from the ωB97M-V functional and the def2-TZVPD basis.

The total energy comes out at -2929.28064 hartree. As for the net charge: +1. As for the HOMO energy: -10.78 eV. The calculation puts the lowest unoccupied orbital energy at -4.83 eV. For the orbital gap, the calculation gives 5.95 eV.

XYZ file:
```
82
C19H41F6N5O9PSi, DFT the ωB97M-V functional and the def2-TZVPD basis
C -1.686 1.563 4.943
Si -2.302 1.903 3.152
C -4.026 1.008 3.026
C -2.551 3.797 2.998
O -1.204 1.221 1.985
C -1.443 1.754 0.649
C -0.208 2.744 0.329
N -0.009 2.993 -1.152
C -0.717 4.211 -1.665
O -0.164 5.311 -1.438
C -2.078 4.179 -2.510
F -2.314 2.809 -2.848
F -3.111 4.637 -1.617
C -2.037 5.163 -3.775
F -2.152 6.508 -3.288
F -0.834 5.114 -4.526
C -3.249 4.894 -4.791
F -2.962 3.692 -5.508
F -4.509 4.713 -4.130
C -3.365 6.064 -5.902
O -3.123 5.806 -7.111
O -3.763 7.393 -5.567
C 0.736 2.194 -1.943
N 0.967 2.462 -3.350
N 1.385 0.970 -1.424
P 1.344 -0.318 -2.677
O -0.010 -0.402 -3.396
O 2.657 -0.155 -3.768
O 1.585 -1.799 -1.845
H -0.679 2.100 5.119
H -2.425 2.042 5.691
H -1.590 0.443 5.169
H -4.865 1.789 3.040
H -4.013 0.434 2.028
H -4.158 0.320 3.932
H -1.530 4.328 2.854
H -2.961 4.224 3.994
H -3.311 4.058 2.183
H -1.408 0.923 -0.150
H -2.416 2.362 0.623
H 0.767 2.334 0.756
H -0.407 3.755 0.834
H -2.987 7.957 -5.826
H 1.985 2.263 -3.493
H 0.884 3.457 -3.605
H 0.830 0.539 -0.667
H 3.160 -1.007 -3.826
H 0.849 -2.373 -2.167
C -1.787 -4.483 7.579
C -0.752 -3.966 6.584
C 0.005 -2.717 7.078
O -0.738 -1.504 6.982
C -1.626 -1.273 8.065
N -1.412 -3.723 5.294
H -2.685 -3.862 7.613
H -2.108 -5.491 7.303
H -1.368 -4.534 8.588
H -0.013 -4.763 6.445
H 0.878 -2.575 6.431
H 0.393 -2.855 8.094
H -1.224 -1.640 9.013
H -2.597 -1.728 7.860
H -1.780 -0.195 8.149
H -0.702 -3.470 4.608
H -1.966 -2.872 5.392
C 3.233 -4.587 -4.785
C 4.405 -3.699 -5.193
C 5.654 -4.491 -5.629
O 6.404 -5.040 -4.551
C 5.911 -6.277 -4.061
N 4.710 -2.775 -4.091
H 3.374 -5.046 -3.805
H 2.312 -3.998 -4.731
H 3.073 -5.384 -5.516
H 4.075 -3.107 -6.054
H 6.334 -3.795 -6.134
H 5.404 -5.266 -6.364
H 5.492 -6.899 -4.858
H 5.167 -6.106 -3.280
H 6.745 -6.816 -3.607
H 5.429 -2.123 -4.402
H 5.177 -3.316 -3.362
```

Here is a structure of composition C19H41N9O9PSY from the Open Molecules 2025 dataset. Energies are from the ωB97M-V functional and the def2-TZVPD basis.

The total energy comes out at -2696.16123 hartree. As for the net charge: +2. As for the HOMO energy: -13.98 eV. The calculation puts the lowest unoccupied orbital energy at -5.09 eV. For the orbital gap, the calculation gives 8.89 eV.

XYZ file:
```
81
C19H41N9O9PSY, DFT the ωB97M-V functional and the def2-TZVPD basis
Y -0.410 -0.117 -0.719
O -4.449 -1.409 0.886
C -3.177 -1.216 0.613
O -2.772 -0.618 -0.346
C -2.262 -1.847 1.640
O -0.943 -1.513 1.256
C 0.126 -2.240 1.882
C 1.416 -1.869 1.149
O 2.403 -2.570 1.306
O 1.340 -0.816 0.411
H -5.005 -1.022 0.190
H -2.429 -2.929 1.641
H -2.514 -1.464 2.633
H -0.044 -3.315 1.810
H 0.214 -1.965 2.937
C 4.761 -1.747 2.228
C 4.184 -0.596 1.502
N 3.757 0.513 2.025
N 3.365 1.267 0.968
C 3.496 0.634 -0.181
S 3.105 1.301 -1.742
N 4.049 -0.549 0.127
N 4.221 -1.591 -0.795
H 4.765 -1.534 3.293
H 5.788 -1.932 1.908
H 4.167 -2.640 2.030
H 3.002 2.202 1.107
H 5.195 -1.888 -0.822
H 3.611 -2.342 -0.448
C -0.476 4.456 -0.707
N -1.409 4.193 0.386
C -2.261 5.325 0.733
P -1.257 2.864 1.316
O -1.034 1.654 0.433
N 0.008 3.023 2.358
C 0.456 4.302 2.891
C 0.350 1.866 3.184
N -2.612 2.640 2.217
C -3.863 2.298 1.542
C -2.787 3.150 3.571
H -1.032 4.762 -1.595
H 0.091 3.562 -0.952
H 0.216 5.262 -0.445
H -2.865 5.606 -0.131
H -1.667 6.193 1.029
H -2.930 5.070 1.551
H 0.165 5.115 2.228
H 1.543 4.303 2.985
H 0.040 4.496 3.887
H 0.045 0.950 2.681
H -0.145 1.913 4.163
H 1.421 1.826 3.350
H -3.657 1.913 0.544
H -4.518 3.170 1.450
H -4.395 1.536 2.115
H -1.828 3.364 4.031
H -3.300 2.402 4.177
H -3.388 4.064 3.584
C -0.027 -4.428 -1.261
N 0.060 -3.942 -2.628
C 0.467 -4.924 -3.635
C 0.980 -4.228 -4.876
C -0.029 -3.191 -5.321
N -0.310 -2.273 -4.217
C -0.783 -0.930 -4.533
C -0.299 -2.685 -2.942
O -0.641 -1.881 -2.015
H 0.967 -4.623 -0.858
H -0.599 -5.357 -1.241
H -0.529 -3.693 -0.639
H -0.378 -5.576 -3.871
H 1.247 -5.543 -3.191
H 1.141 -4.957 -5.669
H 1.935 -3.744 -4.665
H -0.953 -3.666 -5.665
H 0.366 -2.601 -6.146
H -0.639 -0.771 -5.596
H -0.208 -0.183 -3.997
H -1.847 -0.815 -4.308
O 0.700 0.822 -2.320
O 1.510 1.720 -1.471
```

Q: What is the formula in the first record?
A: C19H41ClN5O4S2